(1)
The molecule C16H20N2O5S. Source: the Open Molecules 2025 dataset; level of theory: ωB97M-V with the def2-TZVPD basis set.

Atoms and positions in Å:
C: -6.010 -2.581 0.378
C: -5.837 -1.759 -0.895
H: -5.102 -2.219 -1.565
H: -6.791 -1.691 -1.425
O: -5.494 -0.410 -0.627
C: -4.238 -0.083 -0.256
C: -4.047 1.265 0.081
C: -2.806 1.723 0.460
C: -1.741 0.840 0.508
C: -1.907 -0.489 0.177
C: -3.153 -0.958 -0.203
H: -3.261 -2.001 -0.455
H: -1.058 -1.151 0.236
S: -0.137 1.449 0.967
O: 0.725 0.324 1.257
O: -0.254 2.475 1.956
N: 0.345 2.175 -0.473
H: 0.694 1.470 -1.107
C: 1.271 3.282 -0.327
H: 1.401 3.747 -1.307
H: 0.787 3.989 0.349
C: 2.633 2.873 0.254
C: 3.339 1.892 -0.670
O: 4.127 2.242 -1.526
N: 2.959 0.608 -0.496
H: 2.330 0.359 0.262
C: 3.566 -0.479 -1.242
C: 4.301 -1.411 -0.338
C: 5.468 -1.267 0.354
C: 5.644 -2.466 1.086
C: 4.571 -3.246 0.787
O: 3.752 -2.616 -0.072
H: 4.288 -4.230 1.103
H: 6.456 -2.709 1.741
H: 6.116 -0.416 0.337
H: 2.793 -1.041 -1.777
H: 4.250 -0.015 -1.960
H: 2.476 2.430 1.239
H: 3.256 3.763 0.348
H: -2.642 2.752 0.735
H: -4.899 1.924 0.034
H: -6.766 -2.125 1.011
H: -6.325 -3.588 0.122
H: -5.080 -2.633 0.940

- Spin multiplicity: 1
- ΔE to the lowest compared entry with this formula, charge and spin: 53.23 kcal/mol
- Structure (SMILES): CCOc1ccc(S(=O)(=O)NCCC(=O)NCc2ccco2)cc1
- Electronic energy: -1505.57786 a.u.
- E_HOMO: -8.476 eV
- Orbital gap: 9.049 eV

(2)
A structure of composition C16H20N2OPY. Source: the Open Molecules 2025 dataset; level of theory: ωB97M-V with the def2-TZVPD basis set.

Atoms and positions in Å:
C: 1.376 1.583 0.329
C: 2.649 1.073 0.459
C: 3.102 -0.209 0.017
C: 2.368 -0.986 -0.929
C: 1.066 -0.694 -1.332
Y: 0.800 -0.607 0.859
P: -1.368 1.680 0.371
H: 1.123 2.636 0.568
H: 3.394 1.713 0.959
H: 4.089 -0.525 0.394
H: 0.678 -1.147 -2.255
H: 2.928 -1.895 -1.242
H: -2.241 1.923 -0.707
H: -1.152 3.040 0.622
H: -2.371 1.542 1.361
C: -5.324 -3.515 -0.569
N: -4.002 -2.937 -0.605
N: -3.269 -2.651 0.503
C: -2.087 -2.062 0.092
O: -1.179 -1.566 0.867
C: -2.096 -2.114 -1.320
C: -3.317 -2.597 -1.709
C: -3.912 -2.727 -3.053
C: -3.834 -2.794 1.815
C: -4.539 -3.955 2.161
C: -5.138 -4.044 3.419
C: -4.903 -3.030 4.366
C: -4.174 -1.875 4.025
C: -3.678 -1.736 2.726
H: -5.295 -4.604 -0.405
H: -5.760 -3.362 -1.561
H: -5.979 -3.043 0.176
H: -1.279 -1.740 -1.919
H: -4.047 -3.756 -3.381
H: -4.880 -2.238 -3.156
H: -3.250 -2.255 -3.772
H: -4.579 -4.808 1.478
H: -5.761 -4.909 3.666
H: -5.294 -3.127 5.382
H: -3.956 -1.087 4.755
H: -3.115 -0.858 2.403

- Spin multiplicity: 1
- Electronic energy: -1185.89744 a.u.
- E_HOMO: -5.292 eV
- Orbital gap: 5.318 eV

(3)
The molecule C16H20N2S2. Source: the Open Molecules 2025 dataset; level of theory: ωB97M-V with the def2-TZVPD basis set.

Atoms and positions in Å:
C: -1.581 2.936 -2.817
C: -0.232 3.187 -2.153
C: 0.955 2.836 -3.051
H: 0.838 3.340 -4.013
H: 1.869 3.212 -2.585
C: 1.118 1.329 -3.298
C: 1.397 0.593 -2.021
C: 0.399 -0.109 -1.358
C: 0.646 -0.750 -0.159
C: 1.913 -0.686 0.419
C: 2.928 -0.011 -0.256
C: 2.668 0.618 -1.456
H: 3.466 1.138 -1.966
H: 3.920 0.015 0.171
N: 2.208 -1.326 1.629
C: 1.410 -1.489 2.718
N: 0.330 -0.689 2.831
H: 0.126 -0.068 2.060
C: -0.767 -0.976 3.730
C: -1.806 -1.803 3.045
C: -1.995 -3.146 3.118
C: -3.019 -3.610 2.260
C: -3.584 -2.613 1.536
S: -2.886 -1.082 1.888
H: -4.373 -2.673 0.812
H: -3.315 -4.641 2.187
H: -1.419 -3.783 3.765
H: -0.357 -1.530 4.579
H: -1.185 -0.027 4.077
S: 1.859 -2.567 3.888
H: 3.130 -1.728 1.723
H: -0.137 -1.330 0.306
H: -0.590 -0.170 -1.789
H: 0.216 0.934 -3.766
H: 1.950 1.183 -3.991
H: -0.167 2.611 -1.227
H: -0.163 4.245 -1.889
H: -2.388 3.260 -2.164
H: -1.654 3.488 -3.752
H: -1.726 1.880 -3.030

- Spin multiplicity: 1
- ΔE to the lowest compared entry with this formula, charge and spin: 0.00 kcal/mol
- Structure (SMILES): CCCCc1ccc(NC(=S)NCc2cccs2)cc1
- Electronic energy: -1527.59414 a.u.
- E_HOMO: -8.092 eV
- Orbital gap: 8.652 eV

(4)
The ion C16H20NO2 with charge +1. Source: the Open Molecules 2025 dataset; level of theory: ωB97M-V with the def2-TZVPD basis set.

Atoms and positions in Å:
C: -6.295 -1.516 0.703
H: -6.805 -0.851 0.010
H: -6.222 -1.115 1.639
H: -6.677 -2.562 0.503
O: -4.992 -1.752 -0.011
C: -4.336 -0.532 0.176
C: -4.800 0.681 0.724
C: -3.872 1.908 0.367
C: -2.613 1.786 -0.093
C: -2.100 0.467 -0.437
C: -3.041 -0.383 -0.348
H: -2.758 -1.453 -0.812
O: -0.849 0.066 -1.051
C: 0.135 1.345 -0.851
H: 0.232 1.602 0.013
C: 1.321 0.558 -1.286
N: 1.493 -0.934 -0.772
H: 0.417 -1.108 -0.714
H: 2.090 -1.296 -1.497
C: 2.028 -0.784 0.660
C: 3.477 -0.499 0.388
C: 3.878 0.821 1.099
C: 5.340 1.140 0.918
C: 6.164 0.163 0.482
C: 5.758 -0.935 -0.402
C: 4.497 -1.386 -0.085
H: 4.070 -2.555 -0.424
H: 6.484 -1.660 -0.615
H: 7.199 0.309 0.359
H: 5.742 1.932 1.305
H: 3.325 1.546 1.338
H: 1.881 -1.868 0.802
H: 1.555 -0.092 1.208
H: 1.306 0.369 -2.519
H: 2.251 1.093 -1.145
H: -0.105 2.311 -1.488
H: -1.893 2.633 -0.216
H: -4.192 2.875 1.090
H: -5.724 0.995 0.960

- Spin multiplicity: 1
- ΔE to the lowest compared entry with this formula, charge and spin: 259.01 kcal/mol
- Structure (SMILES): COc1cccc(OCC[NH2+]Cc2ccccc2)c1
- Charge: +1
- Electronic energy: -826.29206 a.u.
- E_HOMO: -11.467 eV
- Orbital gap: 8.443 eV

In order of appearance, max |F| = 1.0; 3.1; 0.7; 13.3 eV/Å.
In order of appearance, LUMO energy = 0.572; 0.026; 0.561; -3.024 eV.